Below is a cluster of 2 separate species, C4H13N3O in total, with properties calculated with ωB97M-V/def2-TZVPD.

Geometry (Å):
C 2.1732 -1.0454 2.1170
N 1.3776 -1.2719 0.9149
C 1.6955 -0.7045 -0.1595
N 2.7900 0.2125 -0.3336
H 2.5303 -2.0135 2.4725
H 1.5215 -0.6452 2.8874
H 3.0188 -0.3810 1.9650
H 1.0735 -0.8923 -1.0380
H 3.1834 0.0771 -1.2581
H 2.4026 1.1540 -0.3486
C -3.0496 0.3183 -2.0127
N -1.8057 0.4136 -1.2655
C -2.0265 0.7282 0.1356
O -0.8035 0.9473 0.7854
H -3.6033 -0.5615 -1.6897
H -2.8321 0.1941 -3.0711
H -3.7079 1.1911 -1.8919
H -1.2241 1.1526 -1.6485
H -2.6157 1.6451 0.2735
H -2.5781 -0.1038 0.5857
H -0.3654 0.0894 0.8943

Force components x, y, z for each atom (eV/Å):
C -0.0353 -0.1734 -0.1647
N 0.0117 0.0220 0.2825
C 0.1775 0.2109 -0.3274
N -0.2500 -0.0985 -0.1168
H -0.0400 0.0178 -0.0084
H -0.0796 0.0866 0.1244
H 0.0734 0.0645 -0.0013
H 0.0127 -0.1205 0.0574
H 0.0100 -0.0013 -0.0407
H 0.1108 0.0204 0.1964
C 0.0025 0.0030 -0.0019
N 0.0957 0.1215 0.0199
C 0.0371 -0.0245 -0.0429
O 0.0075 -0.1098 0.1146
H -0.0510 -0.0744 0.0530
H 0.0090 0.0118 -0.0421
H 0.0203 0.0065 -0.0085
H -0.0622 -0.0324 -0.0138
H 0.0056 0.0094 -0.0080
H -0.0597 -0.0014 -0.0063
H 0.0038 0.0617 -0.0652

Values from the calculation:
- Energy relative to the best compared isomer or geometry (same formula, charge and spin): 49.0 kcal/mol
- Charge: 0
- HOMO-LUMO gap: 10.05 eV
- Energy: -10875.552 eV
- SMILES: C/N=C\N.CNCO

Below is a cluster of 2 separate species, C4H13N3O in total, with properties calculated with ωB97M-V/def2-TZVPD.

Geometry (Å):
C 1.5362 0.1653 0.2194
C -0.8321 -1.8324 -0.5374
C -0.5815 0.3929 0.7546
C -1.4025 -0.4026 -0.2778
N 2.3144 -0.0729 1.2423
N 1.7438 -0.1012 -1.0323
N -0.8782 1.8056 0.6937
O -1.2088 0.4791 -1.3679
H -0.8239 -2.3363 0.4180
H 0.2081 -1.6150 -0.9373
H -1.4894 -2.2758 -1.3200
H -0.4594 0.1649 1.8494
H -2.4558 -0.4332 0.1047
H 1.8328 -0.5593 2.0478
H 3.3160 0.0561 1.3281
H 1.0931 0.0376 -1.7703
H 2.7515 -0.1533 -1.3269
H -1.0948 2.0072 -0.3488
H -0.1140 2.4079 0.9890
H -1.6493 2.0284 1.3690
H -1.8062 0.2370 -2.0976

Force components x, y, z for each atom (eV/Å):
C -4.3766 -1.3178 0.5015
C 0.0922 2.2682 -1.0152
C 3.7602 -1.6107 1.0236
C 0.7788 -0.1371 1.3695
N -1.0388 -0.2738 1.6658
N 3.2991 1.2640 0.1791
N -0.7091 1.3733 -0.9810
O -0.7985 -0.3625 -1.2465
H 0.0207 -0.6493 -0.0689
H -1.5456 -1.1921 0.5384
H 0.6788 -0.1661 0.7844
H -0.4204 -0.5827 -1.3109
H 0.5515 0.0477 -0.4821
H 0.9925 1.2649 -0.9269
H 0.1555 -0.2553 -0.4166
H -0.8306 0.5513 -0.3960
H -1.1466 -0.3969 0.0738
H -0.1882 -0.1048 1.5583
H 0.3386 0.0807 0.0478
H 0.1988 -0.0250 -0.9819
H 0.1878 0.2239 0.0839

Values from the calculation:
- Energy relative to the best compared isomer or geometry (same formula, charge and spin): 52.5 kcal/mol
- Charge: +2
- HOMO-LUMO gap: 10.44 eV
- Energy: -10857.332 eV